Entry 1:
{"formula": "C3H4O3Rh", "method": "wB97M-V/def2-TZVPD", "species": ["C", "C", "O", "C", "O", "O", "H", "H", "H", "Rh", "H"], "xyz": [[0.23011, -1.37400, -0.64922], [-0.85909, -0.96904, 0.15359], [-1.02032, 0.23037, 0.64744], [-0.15136, 1.29388, 0.52021], [0.69397, 1.32093, -0.42199], [-0.05978, 2.06417, 1.47870], [0.81498, -0.24781, -0.96381], [-1.78870, -1.54534, 0.18662], [1.03594, -1.75014, -0.00089], [1.20806, 3.13922, 0.39186], [-0.10382, -2.16224, -1.34251]], "mulliken_charge": [-0.55, 0.34, -0.09, 1.22, -0.64, -0.44, 0.52, 0.48, 0.44, 1.33, 0.39], "homo_ev": [-26.5, -27.3], "e_above_lowest_kj_mol": 197.3, "e_tot_ev": -12280.589, "max_force_ev_per_a": 5.8, "e_lumo_ev": [-16.50, -21.18], "gap_ev": [10.03, 6.08], "spin_multiplicity": 5, "total_charge": 3}

Entry 2:
{"formula": "C2H4GdO4S", "method": "wB97M-V/def2-TZVPD", "species": ["S", "O", "O", "O", "C", "C", "O", "Gd", "H", "H", "H", "H"], "xyz": [[-0.21355, -2.03769, 2.11665], [-0.71503, -2.86850, 0.96504], [1.37656, -2.06633, 2.04842], [-0.38523, -0.49102, 1.65387], [-0.88831, 0.79086, -0.95924], [0.43640, 1.40922, -1.21848], [1.46022, 1.12021, -0.56050], [1.77936, -0.04442, 1.38146], [-1.53695, 0.94374, -1.83666], [-0.75046, -0.30185, -1.00174], [-1.15779, 1.76109, -0.34442], [0.59479, 1.78469, -2.24440]], "mulliken_charge": [0.85, -0.47, -0.63, -0.56, -0.87, 0.24, -0.55, 1.59, 0.34, 0.35, 0.31, 0.40], "homo_ev": [-13.0, -13.7], "e_above_lowest_kj_mol": 0.0, "e_tot_ev": -41990.054, "max_force_ev_per_a": 4.4, "e_lumo_ev": [-7.09, -5.12], "gap_ev": [5.87, 8.60], "spin_multiplicity": 8, "total_charge": 1}

Entry 3:
{"formula": "C27H71N3O10", "method": "wB97M-V/def2-TZVPD", "species": ["O", "H", "H", "C", "O", "C", "C", "N", "C", "C", "O", "C", "H", "H", "H", "H", "H", "H", "H", "H", "H", "H", "H", "H", "H", "H", "H", "C", "O", "C", "C", "N", "C", "C", "O", "C", "H", "H", "H", "H", "H", "H", "H", "H", "H", "H", "H", "H", "H", "H", "H", "C", "O", "C", "C", "N", "C", "C", "O", "C", "H", "H", "H", "H", "H", "H", "H", "H", "H", "H", "H", "H", "H", "H", "H", "C", "C", "C", "O", "H", "H", "H", "H", "H", "H", "H", "H", "C", "C", "C", "O", "H", "H", "H", "H", "H", "H", "H", "H", "C", "C", "C", "O", "H", "H", "H", "H", "H", "H", "H", "H"], "xyz": [[-11.70055, -16.82169, 3.83298], [-12.01163, -16.26633, 3.11810], [-12.31262, -17.55745, 3.84907], [-15.11731, -19.68666, 10.90880], [-15.06149, -19.48990, 9.49673], [-13.81465, -19.86773, 8.91153], [-13.89202, -19.72977, 7.41672], [-14.40087, -18.42089, 6.96354], [-13.40458, -17.30648, 7.02046], [-14.06369, -16.02949, 6.44972], [-14.94925, -15.32756, 7.30737], [-16.17760, -15.99956, 7.54413], [-15.99499, -19.15486, 11.27620], [-14.28249, -19.20326, 11.41626], [-15.13589, -20.69637, 11.31900], [-13.50261, -20.87202, 9.19813], [-12.99653, -19.28793, 9.33885], [-14.71654, -20.38219, 7.12929], [-12.96541, -19.99135, 6.90578], [-15.02685, -18.13369, 7.70229], [-12.48938, -17.51436, 6.46611], [-13.18527, -17.21546, 8.08429], [-14.51867, -16.24588, 5.48314], [-13.37927, -15.20167, 6.26430], [-15.97442, -16.86626, 8.17313], [-16.65749, -16.33065, 6.62316], [-16.88174, -15.33790, 8.04860], [-11.59431, -21.71183, 1.43303], [-11.10937, -20.80182, 2.41041], [-10.65193, -21.33287, 3.61540], [-10.45385, -20.24993, 4.78637], [-9.62250, -20.61549, 5.98094], [-9.83842, -22.04188, 6.35448], [-9.32023, -22.20864, 7.81823], [-10.34895, -22.00393, 8.76548], [-11.26095, -23.06111, 8.82799], [-12.48963, -22.18771, 1.83307], [-10.91656, -22.53486, 1.20638], [-11.92245, -21.16230, 0.55074], [-9.68153, -21.73925, 3.33033], [-11.27565, -22.13881, 4.00210], [-11.38442, -19.87628, 5.21361], [-10.08065, -19.35390, 4.29041], [-9.90903, -19.94849, 6.68315], [-9.28152, -22.67514, 5.66387], [-10.82075, -22.48954, 6.20367], [-8.55353, -21.48859, 8.10423], [-8.94216, -23.22073, 7.96256], [-11.91559, -23.01317, 9.69819], [-10.83469, -24.05554, 8.96023], [-11.87576, -23.14805, 7.93214], [-8.65925, -17.29076, 1.68869], [-9.01965, -16.61739, 0.46120], [-9.67133, -17.46448, -0.46357], [-10.24791, -16.57893, -1.55368], [-11.17716, -15.61813, -1.03447], [-12.48625, -16.23488, -0.70264], [-13.34127, -15.29084, 0.12944], [-12.84256, -15.37373, 1.46906], [-13.66264, -14.61068, 2.39717], [-9.49916, -17.85879, 2.08866], [-8.45380, -16.56108, 2.47194], [-7.73833, -17.86904, 1.61381], [-10.37265, -18.19086, -0.05293], [-8.93913, -18.11067, -0.94775], [-10.60604, -17.20721, -2.36922], [-9.39559, -16.02821, -1.95162], [-10.79564, -15.34963, -0.13867], [-12.23880, -17.07162, -0.04940], [-13.05826, -16.68640, -1.51321], [-14.40228, -15.52374, 0.21964], [-13.25528, -14.36984, -0.44716], [-13.31014, -14.71188, 3.42363], [-14.70315, -14.93235, 2.35264], [-13.58526, -13.55842, 2.12355], [-14.16732, -18.84643, 1.74368], [-14.78077, -18.55972, 3.14253], [-16.03914, -19.32475, 3.35960], [-13.82036, -18.94194, 4.09678], [-13.31408, -18.20035, 1.53712], [-14.94946, -18.80242, 0.98577], [-13.79136, -19.86375, 1.85239], [-14.98967, -17.49343, 3.22897], [-16.74948, -19.21402, 2.54029], [-16.60615, -18.98074, 4.22462], [-15.88493, -20.38467, 3.56181], [-14.21090, -18.65416, 4.92519], [-10.06237, -13.12390, 1.82645], [-9.67211, -11.87269, 2.65293], [-8.89805, -10.89577, 1.79546], [-10.93451, -11.22502, 2.93652], [-10.77609, -12.83994, 1.05309], [-10.67063, -13.83067, 2.39089], [-9.20809, -13.59205, 1.33741], [-9.09082, -12.09100, 3.54877], [-8.81844, -9.90822, 2.24988], [-9.28707, -10.76309, 0.78592], [-7.92375, -11.29449, 1.51288], [-11.35968, -11.11021, 2.08349], [-10.54746, -13.86025, 5.81591], [-9.49341, -14.99883, 5.91473], [-8.46972, -14.90439, 7.02445], [-10.19592, -16.21235, 5.97848], [-11.18313, -13.68161, 6.68316], [-11.28252, -14.09279, 5.04539], [-10.17157, -12.85583, 5.62114], [-8.91539, -15.01925, 4.99084], [-7.90279, -13.97893, 6.92336], [-7.78069, -15.74687, 7.08414], [-8.95328, -14.80195, 7.99594], [-10.66280, -16.33029, 5.14798]], "mulliken_charge": [1.57, -0.18, -0.57, -0.86, -0.34, -0.63, -0.16, -0.09, -0.11, -0.02, -0.51, -0.63, 0.28, 0.36, 0.29, 0.41, 0.43, 0.38, -0.40, 0.08, -0.10, 0.57, 0.01, 0.04, 0.19, 0.24, 0.32, -1.02, 0.01, -0.94, 0.29, -0.27, -0.02, -0.86, -0.30, -0.83, 0.36, 0.35, 0.27, 0.36, 0.45, -0.41, -0.02, 0.33, 0.35, 0.17, 0.34, 0.41, 0.30, 0.35, 0.27, -0.60, -0.35, -0.19, -0.97, -0.32, 0.14, -1.06, 0.34, -1.04, 0.21, 0.13, 0.37, 0.02, 0.54, 0.44, 0.38, 0.16, -0.26, 0.43, 0.46, 0.32, 0.03, 0.40, 0.34, -0.90, 1.17, -1.68, -0.22, -0.23, 0.53, 0.16, -0.15, 0.47, 0.35, 0.29, 0.01, -0.92, 0.45, -1.59, -0.58, 0.35, 0.09, 0.37, 0.30, 0.37, 0.35, 0.40, 0.39, -0.84, 1.23, -1.75, -0.45, 0.36, -0.16, 0.43, -0.13, 0.40, 0.38, 0.38, -0.03], "homo_ev": -8.7, "e_above_lowest_kj_mol": 324.7, "e_tot_ev": -54089.996, "max_force_ev_per_a": 2.5, "e_lumo_ev": 0.69, "gap_ev": 9.36, "total_charge": 0}

Entry 4:
{"formula": "C5H10O", "method": "wB97M-V/def2-TZVPD", "species": ["C", "C", "C", "C", "C", "H", "H", "H", "H", "H", "H", "H", "H", "H", "H", "O"], "xyz": [[-1.96270, 0.35733, 0.61327], [-0.47904, 0.44337, 0.78358], [0.19773, -0.35906, 1.60889], [0.70009, 1.54882, -1.29693], [0.21981, 1.54078, 0.03769], [-2.39120, -0.60902, 0.92794], [-2.46447, 1.12086, 1.22043], [-2.26674, 0.55446, -0.41151], [-0.44860, -1.03615, 2.17221], [1.23986, -0.29025, 1.87111], [-0.07195, 1.40802, -2.05710], [1.76593, 1.35035, -1.42825], [1.03462, 1.85831, 0.71729], [0.52047, -2.30404, -0.68885], [1.05283, -2.25333, -2.13552], [1.23164, -2.64919, -1.25014]], "mulliken_charge": [-1.17, 1.09, -1.16, -0.75, -1.11, 0.33, 0.27, 0.32, 0.26, 0.33, 0.26, 0.21, 0.21, 0.35, 0.35, -0.78], "homo_ev": [-0.2, -2.5], "e_above_lowest_kj_mol": 157.6, "e_tot_ev": -7391.464, "max_force_ev_per_a": 2.4, "e_lumo_ev": [4.14, 3.98], "gap_ev": [4.35, 6.44], "spin_multiplicity": 2, "total_charge": -1}

Entry 5:
{"formula": "C25H14Cl5IrO3P", "method": "wB97M-V/def2-TZVPD", "species": ["Ir", "Cl", "C", "C", "Cl", "C", "Cl", "C", "O", "C", "Cl", "C", "Cl", "O", "C", "O", "C", "C", "C", "C", "C", "C", "P", "C", "C", "C", "C", "C", "C", "C", "C", "C", "C", "C", "C", "H", "H", "H", "H", "H", "H", "H", "H", "H", "H", "H", "H", "H", "H"], "xyz": [[0.07515, -0.30899, 0.28452], [5.43422, 1.85638, 4.33938], [4.48853, 1.19750, 3.09228], [3.20725, 1.72031, 2.82601], [2.61477, 3.02955, 3.74779], [2.44524, 1.15811, 1.82242], [0.87600, 1.76622, 1.46517], [2.89816, 0.06387, 1.02422], [2.17753, -0.44848, 0.11324], [4.21871, -0.41905, 1.30030], [4.81003, -1.70816, 0.36015], [4.98072, 0.13145, 2.32318], [6.52850, -0.50600, 2.66029], [-1.73426, -3.10877, 2.36802], [-2.00221, -2.15921, 1.67249], [-1.46864, -1.00029, 1.64514], [-3.17235, -2.28813, 0.67998], [-4.21430, -3.13708, 1.02137], [-5.30023, -3.26419, 0.17088], [-5.34907, -2.53933, -1.01131], [-4.30354, -1.70647, -1.35781], [-3.19634, -1.58292, -0.51719], [-1.87557, -0.45349, -1.06848], [-2.73151, 1.14564, -0.99502], [-2.96649, 1.96733, -2.09168], [-3.60302, 3.18218, -1.89971], [-3.99892, 3.57461, -0.62975], [-3.77114, 2.74904, 0.46245], [-3.12985, 1.54131, 0.28505], [-1.41491, -0.92713, -2.75290], [-1.74834, -2.15940, -3.31234], [-1.15818, -2.55710, -4.49952], [-0.22289, -1.74579, -5.12352], [0.10582, -0.51327, -4.57528], [-0.47810, -0.10704, -3.39192], [-4.16273, -3.68267, 1.95276], [-6.10765, -3.92583, 0.44285], [-6.20497, -2.62250, -1.66291], [-4.32766, -1.12791, -2.27067], [-2.65995, 1.65708, -3.08098], [-3.79299, 3.82328, -2.74752], [-4.48798, 4.52527, -0.48932], [-4.08972, 3.04838, 1.44871], [-2.92494, 0.89816, 1.12973], [-2.46260, -2.80431, -2.82231], [-1.41355, -3.51548, -4.92533], [0.25678, -2.07880, -6.03067], [0.83981, 0.11347, -5.05770], [-0.20810, 0.83952, -2.94016]], "mulliken_charge": [1.36, -0.08, 0.61, -0.33, -0.12, 0.76, -0.23, 0.22, -0.78, 0.42, -0.09, -0.05, -0.12, -0.62, 0.20, -0.79, 0.51, -0.64, -0.53, -0.77, -0.38, 0.38, 0.17, 0.76, -0.21, -0.69, -0.50, -0.80, -0.51, 0.67, -0.43, -0.77, -0.47, -0.79, -0.51, 0.51, 0.43, 0.43, 0.53, 0.44, 0.43, 0.41, 0.45, 0.41, 0.40, 0.42, 0.41, 0.41, 0.49], "homo_ev": [-11.0, -11.8], "e_tot_ev": -107025.358, "max_force_ev_per_a": 3.0, "e_lumo_ev": [-3.22, -6.90], "gap_ev": [7.80, 4.86], "spin_multiplicity": 5, "total_charge": 1}

Entry 6:
{"formula": "C27H51NO2RhSi2", "method": "wB97M-V/def2-TZVPD", "species": ["O", "O", "C", "C", "H", "H", "H", "H", "H", "C", "C", "H", "H", "H", "H", "H", "C", "C", "C", "H", "H", "H", "H", "H", "C", "H", "H", "H", "H", "H", "H", "Rh", "C", "Si", "H", "H", "C", "C", "C", "C", "Si", "H", "H", "C", "C", "C", "H", "H", "H", "H", "H", "H", "H", "H", "H", "H", "H", "H", "H", "H", "H", "H", "H", "H", "C", "C", "C", "C", "N", "C", "C", "C", "C", "C", "C", "C", "H", "H", "H", "H", "H", "H", "H", "H"], "xyz": [[0.68755, 3.30415, -0.30842], [1.61589, 4.03877, -4.15159], [-0.30729, 4.41493, -0.16384], [-0.27702, 5.00547, 1.21972], [-1.27009, 3.97990, -0.41723], [-0.04465, 5.12432, -0.95374], [-0.54301, 4.28099, 1.99808], [-1.03649, 5.79505, 1.24394], [0.70613, 5.42753, 1.45571], [2.13280, 3.52105, -0.48251], [2.41295, 4.89360, -1.02386], [2.45915, 2.74561, -1.17856], [2.60087, 3.35092, 0.49393], [1.94317, 5.01568, -2.00982], [3.49711, 5.00360, -1.15599], [2.09302, 5.69125, -0.33458], [2.39480, 2.91806, -4.56309], [0.41857, 4.35954, -4.85492], [3.86962, 3.28347, -4.44689], [2.15667, 2.62736, -5.60178], [2.16842, 2.06452, -3.89461], [4.09714, 4.15064, -5.07976], [4.49381, 2.44877, -4.77676], [4.14315, 3.52911, -3.41636], [0.63161, 5.67732, -5.59245], [-0.37808, 4.48267, -4.10059], [0.11839, 3.56120, -5.55371], [0.99683, 6.45079, -4.90645], [-0.30152, 6.02359, -6.04358], [1.37480, 5.54000, -6.38825], [0.27921, 2.31430, -0.02300], [0.20294, 0.35520, 0.16962], [-0.89909, 1.44247, -1.35972], [-2.15241, 0.77943, -2.58419], [-1.56489, 2.04728, -0.71894], [-0.25152, 2.10644, -1.96802], [-3.11580, 2.31808, -3.13601], [-3.29671, -0.43607, -1.76118], [-1.23805, 0.13589, -4.07580], [0.95810, 1.13861, 1.80228], [2.66230, 0.40326, 1.49780], [0.52592, 0.71842, 2.72702], [0.90131, 2.23479, 1.85448], [3.99614, 1.59613, 2.09855], [3.05535, 0.04689, -0.30645], [2.62317, -1.17900, 2.49510], [-0.32680, 0.72912, -4.24598], [-1.88149, 0.23976, -4.96184], [-0.95963, -0.91745, -3.96185], [-3.47742, 2.90457, -2.27591], [-3.99055, 2.01843, -3.72615], [-2.50401, 2.98510, -3.76299], [-3.25408, -0.33235, -0.66384], [-3.04157, -1.46639, -2.02872], [-4.32789, -0.23427, -2.07987], [3.71767, 0.81108, -0.72679], [2.18381, -0.01938, -0.97991], [3.56082, -0.92565, -0.35612], [3.62632, -1.62061, 2.56154], [1.94211, -1.91222, 2.04162], [2.26202, -0.96509, 3.50981], [4.86061, 1.00822, 2.44466], [3.63437, 2.21259, 2.93401], [4.34169, 2.26646, 1.29863], [0.36652, -3.01332, -2.60167], [-0.53546, -3.90418, -2.02529], [-1.12912, -3.58477, -0.81660], [-0.81874, -2.37162, -0.18993], [0.07834, -1.53331, -0.76202], [0.65452, -1.81997, -1.94374], [-1.53685, -1.81987, 0.96045], [-2.59999, -2.47304, 1.63244], [-3.32003, -1.80312, 2.61488], [-3.03399, -0.47548, 2.92859], [-2.00427, 0.20883, 2.24858], [-1.27873, -0.48900, 1.29694], [0.85034, -3.20157, -3.55859], [-0.78256, -4.83629, -2.51969], [-1.86749, -4.21456, -0.33618], [1.33389, -1.07681, -2.36976], [-2.83523, -3.49867, 1.34587], [-4.12125, -2.33221, 3.14439], [-3.60053, 0.04978, 3.69200], [-1.75981, 1.24603, 2.45415]], "mulliken_charge": [0.60, -0.14, 0.04, -1.19, 0.16, 0.44, 0.22, 0.46, 0.30, 0.84, -1.51, -0.08, -0.12, 0.22, 0.45, 0.37, 0.08, -0.04, -1.28, 0.50, -0.14, 0.30, 0.43, 0.20, -1.33, 0.03, 0.43, 0.28, 0.42, 0.31, 0.65, -1.70, -0.24, 0.04, -0.03, 0.22, -1.17, -0.88, -0.78, -1.49, 0.42, 1.00, 0.55, -1.20, -0.42, -1.18, 0.07, 0.47, 0.21, 0.33, 0.38, 0.23, 0.10, 0.25, 0.55, 0.48, -0.39, 0.47, 0.38, 0.26, 0.31, 0.36, 0.36, 0.32, -0.85, -0.47, -1.00, 0.59, 0.60, -0.43, 0.51, -0.89, -0.86, -0.74, 0.20, 0.82, 0.46, 0.44, 0.45, 0.36, 0.39, 0.38, 0.43, 0.42], "homo_ev": [-8.5, -11.1], "e_above_lowest_kj_mol": 61.7, "e_tot_ev": -53163.486, "max_force_ev_per_a": 3.1, "e_lumo_ev": [-2.41, -4.28], "gap_ev": [6.07, 6.81], "spin_multiplicity": 5, "total_charge": 1}